1.
This record from the Open Molecules 2025 dataset describes 2 unconnected molecules or ions with the total composition CHO4. The level of theory is ωB97M-V/def2-TZVPD.

The multiplicity is 1. The value obtained for the largest force on an atom is 3.689 eV/Å. The calculated total energy comes out at -9228.3713 eV. The net charge is +1. The calculation puts the frontier orbital gap (spin up / spin down) at 5.7 / 5.6 eV. Its energy relative to the best compared isomer or geometry (same formula, charge and spin) is 82.5 kJ/mol.

Last column: natural (NBO) charge in e.
CARTESIAN COORDINATES (ANGSTROEM)
C  2.007312  -0.376203  0.381911  1.034
O  2.756112  -0.843340  -0.307167  -0.425
O  -1.527126  -0.074158  0.411940  0.381
O  -1.934946  0.143234  -0.688356  0.006
O  1.152318  0.112352  1.019720  -0.569
H  -2.453670  1.038115  -0.818047  0.573

Atoms 1-2, force components in eV/Å:
C -2.9 1.5 1.7
O 2.7 -1.5 -1.9

=====

2.
This record from the Open Molecules 2025 dataset describes C4H6O2 in the gas phase. The level of theory is ωB97M-V/def2-TZVPD.

The multiplicity is 1. The value obtained for the largest force on an atom is 1.830 eV/Å. The calculated total energy comes out at -8338.2113 eV. The calculation puts the frontier orbital gap at 8.8 eV. Its energy relative to the best compared isomer or geometry (same formula, charge and spin) is 217.1 kJ/mol.

Last column: natural (NBO) charge in e.
CARTESIAN COORDINATES (ANGSTROEM)
C  -1.668480  0.236445  -0.148657  -0.649
C  -0.313107  -0.053510  -0.646039  -0.185
C  0.756374  -0.516718  0.049232  0.154
O  0.815201  -1.485289  1.010669  -0.668
C  1.883816  0.411868  0.013676  0.366
O  1.740248  1.546923  -0.401462  -0.519
H  -1.559372  1.303434  0.170695  0.239
H  -1.958135  -0.359678  0.718430  0.203
H  -2.429817  0.159783  -0.923035  0.224
H  -0.026914  0.613186  -1.451018  0.220
H  -0.037961  -1.929041  1.084181  0.487
H  2.798148  0.072598  0.523328  0.128

Atoms 1-2, force components in eV/Å:
C -0.5 -0.2 0.2
C 1.0 0.1 0.5

=====

3.
This record from the Open Molecules 2025 dataset describes a molecular structure, C39H30F3N7S2ScSe. The level of theory is ωB97M-V/def2-TZVPD.

The multiplicity is 1. The value obtained for the largest force on an atom is 0.261 eV/Å. The calculated total energy comes out at -167233.0271 eV. The net charge is -1. The calculation puts the frontier orbital gap (spin up / spin down) at 3.4 / 3.4 eV. Its energy relative to the best compared isomer or geometry (same formula, charge and spin) is 141.5 kJ/mol.

Last column: Mulliken charge in e.
CARTESIAN COORDINATES (ANGSTROEM)
Sc  1.022234  0.055908  -0.429813  -1.354
C  -0.871399  -4.451177  -3.681696  -0.420
S  0.665243  -3.659867  -4.218649  -0.151
C  0.947385  -2.466844  -2.934662  0.333
S  1.129514  -3.191071  -1.311034  -0.460
N  1.208612  -1.285132  -3.332776  -1.445
N  1.563331  -0.311969  -2.445181  1.440
C  2.405370  0.632109  -3.023808  -1.237
C  2.794076  1.697824  -2.269717  1.239
C  3.733026  2.704057  -2.698360  -1.385
C  4.077608  3.718898  -1.880313  -0.176
C  3.486615  3.809298  -0.571139  -1.170
C  2.587111  2.850306  -0.217231  -0.014
N  2.224577  1.799168  -0.988021  0.517
H  -1.079131  -5.233419  -4.411064  0.408
H  -1.691027  -3.736431  -3.677858  0.050
H  -0.757230  -4.889947  -2.693856  0.090
H  2.742955  0.463939  -4.039219  0.311
H  4.157427  2.612175  -3.691176  0.410
H  4.789480  4.467213  -2.208028  0.395
H  3.709755  4.627677  0.098333  0.407
H  2.094225  2.913559  0.749996  0.405
Se  6.656804  1.014469  5.113660  0.195
N  4.897340  1.312715  5.114763  -0.898
C  4.439672  0.894009  3.963652  1.113
C  3.035836  0.982178  3.575040  0.297
C  2.052695  1.530440  4.393794  -0.830
C  0.756181  1.593085  3.929690  -1.027
C  0.474775  1.126333  2.649134  -0.278
N  1.404777  0.601211  1.857767  0.858
C  2.665861  0.512933  2.314052  0.122
C  3.648428  -0.093600  1.408047  -0.547
N  3.166601  -0.546665  0.237764  0.728
C  4.016112  -1.078573  -0.639713  -0.149
C  5.377474  -1.203587  -0.368799  -1.061
C  5.873161  -0.753876  0.832875  -0.978
C  4.990912  -0.181114  1.753322  0.420
C  5.410635  0.325505  3.052964  1.093
N  6.645244  0.292269  3.482068  -0.879
H  2.324664  1.899595  5.373941  0.517
H  -0.036514  2.013250  4.532541  0.470
H  -0.518972  1.193437  2.222277  0.203
H  3.584142  -1.412393  -1.571939  0.274
H  6.025886  -1.645679  -1.111721  0.462
H  6.923857  -0.826260  1.078370  0.515
F  -7.239108  5.174807  1.305956  -0.291
C  -7.240810  3.918183  0.824592  0.865
F  -7.921491  3.166177  1.719269  -0.264
F  -8.000305  3.933662  -0.293392  -0.266
C  -5.864249  3.386912  0.573172  0.431
C  -5.727219  2.105520  0.048212  -0.890
C  -4.470582  1.580192  -0.175654  -0.480
C  -3.320868  2.322466  0.128169  0.115
C  -3.476345  3.612738  0.641789  -0.694
C  -4.736998  4.140927  0.864947  -0.562
C  -2.025549  1.749438  -0.068141  0.617
C  -0.919131  1.252076  -0.215633  -0.735
H  -6.609004  1.521206  -0.182411  0.378
H  -4.353589  0.583571  -0.582386  0.536
H  -2.592239  4.194733  0.864819  0.498
H  -4.844613  5.138655  1.267131  0.425
C  -1.581916  -1.799099  1.479258  -1.522
C  -1.056677  -2.684285  0.334449  2.953
C  -0.930767  -4.115471  0.883915  -2.286
C  0.326054  -2.137204  -0.090439  -0.582
C  -2.074857  -2.614426  -0.805731  -0.143
C  -3.141396  -3.509085  -0.889899  -0.221
C  -4.107557  -3.398556  -1.881902  -0.912
C  -4.034007  -2.380519  -2.820197  -0.773
C  -2.978121  -1.482246  -2.754354  -1.177
C  -2.015297  -1.603449  -1.764281  0.406
H  -0.858841  -1.790546  2.301603  0.360
H  -2.529236  -2.186246  1.863635  0.460
H  -1.738681  -0.774768  1.136963  0.010
H  -0.163281  -4.126012  1.661342  0.456
H  -0.630085  -4.812747  0.101218  0.376
H  -1.856392  -4.475187  1.337255  0.510
H  0.982092  -2.268447  0.791045  0.575
H  -3.229628  -4.315847  -0.175675  0.255
H  -4.919168  -4.114957  -1.919701  0.360
H  -4.782715  -2.293909  -3.597033  0.439
H  -2.888725  -0.685774  -3.482176  0.344
H  -1.204039  -0.888431  -1.748050  0.616

Atoms 1-2, force components in eV/Å:
Sc -0.2 0.0 -0.2
C 0.1 0.1 0.0